Entry from the Open Molecules 2025 dataset: C5H4O2Sm as an isolated structure (wB97M-V/def2-TZVPD).

```
! wB97M-V def2-TZVPD RIJCOSX def2/J DEFGRID3
* xyz -1 8
C -0.970 -1.537 0.586
Sm 1.974 0.575 -0.743
O 0.359 -1.285 0.461
C 1.201 -0.504 1.353
H 0.640 0.078 2.106
H 1.890 -1.218 1.834
O -3.084 -0.901 -0.261
C -1.794 -0.531 0.154
C -1.482 0.856 0.206
C -1.195 2.046 0.154
H -3.664 -0.142 -0.366
H -1.079 3.115 0.192
*
```

The value obtained for the HOMO energy (alpha / beta) is -1.73 / -2.17 eV. As for the expectation value of S²: 15.76. Its total energy is -1001.0708 a.u. For the gap between HOMO and LUMO (alpha / beta), the calculation gives 0.173 / 0.180 hartree.